(1)
A molecular structure, C12H15Br3N8O3RuS at a distorted geometry, computed with ωB97M-V/def2-TZVPD.

Its expectation value of S² is 8.8408. The multiplicity is 6. Its energy relative to the best compared isomer or geometry (same formula, charge and spin) is 49.5 kJ/mol. For the total energy, the calculation gives -254263.0991 eV. The calculation puts the gap between HOMO and LUMO (spin up / spin down) at 7.88 / 4.21 eV. The value obtained for the lowest unoccupied orbital energy (spin up / spin down) is -8.71 / -12.63 eV. Its charge is +3.

```
43
Properties=species:S:1:pos:R:3:forces:R:3
H 2.20326 2.55555 0.10897 -0.413 0.127 0.334
C -2.65084 -3.48105 0.68647 1.272 0.892 -0.001
C 0.68726 0.26625 -1.49183 -0.152 -0.111 -0.206
N 0.73546 3.58195 1.03887 0.314 0.738 -0.209
C -0.52514 3.33035 1.41737 -0.027 -1.157 0.237
C -2.15054 -1.37455 2.36947 -0.201 -0.306 -0.171
Br 1.49146 0.25635 4.11347 0.069 0.108 -0.039
N -2.86114 -4.51695 -0.10213 -0.170 0.348 0.430
H -2.18374 -4.82085 -0.78373 0.147 -0.008 -0.104
Ru 1.08476 0.27145 1.21667 0.981 1.517 -0.354
Br 3.96786 0.14195 2.17947 0.066 -0.005 0.198
C 3.40196 -0.09065 4.02937 0.028 -0.072 -0.058
H 3.92826 0.62485 4.66287 -0.190 -0.077 -0.230
H -1.44664 1.22145 -2.99503 -0.055 0.096 0.131
C 1.37246 -0.14735 -5.21133 1.502 -0.658 -1.004
C 1.53516 -0.18165 -3.82613 0.133 -0.066 1.295
S -1.03884 1.72515 1.71847 -0.083 -0.174 0.221
N -3.52594 -3.10805 1.60637 -2.322 -1.089 0.590
H -1.13044 5.28845 1.38137 -0.026 -0.097 0.032
N -1.38504 4.32165 1.54037 0.078 0.500 -0.116
H 2.42356 2.75055 1.73977 -0.377 0.052 -0.201
N 1.71436 2.57665 1.01597 0.335 -0.178 -0.028
N 1.29366 -1.53955 1.19187 -0.305 -0.051 -1.209
O 1.38096 -2.29225 0.32097 0.260 -0.079 0.790
C -0.62494 0.82625 -3.57423 0.627 -0.471 0.233
H -3.71314 -5.05455 -0.01283 -0.252 -0.088 0.082
H 3.58676 -1.11805 4.34037 -0.047 0.177 -0.176
H -0.70964 -2.88865 -0.13763 0.116 0.165 -0.088
H -4.11214 -1.89795 3.14807 -0.111 -0.070 0.000
C -1.45724 -2.66905 0.61337 -0.376 -1.067 -0.702
Br 2.67586 -0.81185 -6.40343 -1.266 0.646 1.160
O 1.81526 0.49565 -1.00303 0.811 -0.015 0.650
C 0.17356 0.41005 -5.70583 -0.193 0.123 -0.443
C -3.34054 -2.12075 2.42127 -0.521 -0.223 0.016
C 0.53236 0.29655 -2.99413 1.123 -0.541 0.430
H 1.02476 4.54245 0.85487 0.039 -0.366 0.094
O -0.29964 0.02005 -0.77633 -0.259 -0.246 0.059
H -0.04004 0.47985 -6.76633 0.038 -0.081 -0.067
H -1.94984 -0.56855 3.05907 0.170 0.083 0.060
N -1.27204 -1.69855 1.44447 1.098 0.807 0.025
H -2.33484 4.14155 1.83347 0.127 -0.095 -0.043
H 2.44096 -0.58905 -3.39563 0.032 0.062 0.034
N -0.71774 0.84495 -4.87373 -2.020 0.948 -1.650
```
Forces are in eV/Å.

---

(2)
A single C12H15Cl2NO3S molecule, computed with ωB97M-V/def2-TZVPD.

Its energy relative to the best compared isomer or geometry (same formula, charge and spin) is 0.0 kJ/mol. For the total energy, the calculation gives -56199.4012 eV. The calculation puts the gap between HOMO and LUMO at 9.67 eV. The value obtained for the lowest unoccupied orbital energy is 0.56 eV. Its charge is 0.

```
34
Properties=species:S:1:pos:R:3:forces:R:3
H -0.68977 -4.17239 -1.90536 -0.025 -0.088 0.020
H -0.40963 -0.29186 -1.73808 0.067 -0.127 -0.175
H -1.54343 -2.07037 0.26291 -0.177 -0.034 0.250
C -0.72811 -1.30520 -1.48494 0.117 0.215 -0.361
H 3.66483 2.28722 3.59813 -0.018 0.025 -0.031
H 3.97247 3.08502 2.02724 -0.030 -0.007 0.030
C -0.19875 -3.44284 -2.55103 0.107 0.078 -0.155
C -0.03914 3.12920 2.29934 -0.016 -0.165 -0.083
O -2.85357 -0.31138 1.43110 0.114 -0.205 0.125
Cl -2.64100 2.79118 1.64447 -0.284 0.534 0.222
C 1.30374 2.71264 2.34091 -0.171 -0.144 -0.104
O 2.16511 3.56131 2.93357 -0.328 0.000 -0.062
H -1.96819 -3.39849 -3.84212 -0.009 0.012 -0.109
C -1.24194 -2.71980 -3.39833 -0.098 -0.081 0.127
C 0.67175 0.68508 1.19741 -0.024 0.032 -0.002
H 4.01022 4.03293 3.53414 0.002 -0.091 -0.047
O -2.45040 0.83155 -0.72595 0.241 -0.047 -0.142
H -0.75051 -2.16604 -4.19928 0.020 0.006 -0.093
H 2.66358 1.13767 1.80093 0.103 -0.008 0.016
C 3.52689 3.20483 3.01900 0.257 -0.070 0.015
H -2.36642 -0.90294 -2.87750 -0.102 0.006 0.045
H 0.54614 -3.96266 -3.15144 0.005 -0.108 0.039
H 0.80697 -2.67890 -0.76224 0.118 0.050 0.023
Cl -0.46140 4.63828 2.98717 -0.043 0.186 0.088
C -1.88031 -1.75265 -2.40455 0.105 0.078 -0.221
S -1.94781 0.11619 0.40867 0.502 -0.570 0.095
C -0.64136 1.10007 1.15885 -0.423 -0.394 -0.322
C 1.64284 1.48209 1.78222 0.110 0.228 0.124
C 0.41314 -2.32008 -1.71192 -0.044 -0.056 0.046
C -1.00368 2.32233 1.70893 0.293 0.129 0.100
H 0.93019 -0.26887 0.76875 0.072 -0.087 0.000
H 1.22533 -1.84452 -2.26125 0.058 0.005 0.011
N -1.09880 -1.23380 -0.08479 -0.451 0.709 0.509
H -2.62899 -2.27478 -1.80495 -0.051 -0.012 0.019
```
Forces are in eV/Å.

---

(3)
A molecular structure, C12H15ClIrN2O2S at a distorted geometry, computed with ωB97M-V/def2-TZVPD.

Its expectation value of S² is 8.7763. The multiplicity is 6. For the total energy, the calculation gives -45937.6457 eV. The calculation puts the gap between HOMO and LUMO (spin up / spin down) at 7.24 / 5.44 eV. The value obtained for the lowest unoccupied orbital energy (spin up / spin down) is -6.54 / -11.44 eV. Its charge is +2.

```
34
Properties=species:S:1:pos:R:3:forces:R:3
C 1.29360 0.72445 -3.23333 1.560 -0.449 -0.638
H 1.22170 -0.34072 3.23565 0.097 0.299 0.005
H -2.33196 -0.67912 1.64631 1.044 1.034 0.292
H -0.77218 -1.88446 -3.61526 0.128 -0.068 -0.136
C 1.36673 -1.58241 -3.02911 -0.356 -0.282 -1.167
Ir 0.43837 -0.26976 -1.19245 -2.687 0.685 1.391
C -1.18221 0.99195 -4.03907 -0.061 -0.153 0.553
O 0.12961 -2.32025 1.06592 0.735 3.422 -3.021
C 0.06680 -1.22200 -3.46727 0.206 -0.026 0.331
N 0.24449 1.26815 2.27699 0.657 0.026 0.233
H 1.46513 1.24132 4.02882 -0.226 0.021 -0.252
C 1.82344 0.50122 -0.16933 6.837 4.522 3.859
C -0.80281 0.73673 1.65054 -0.400 0.501 -0.148
C -1.42898 -0.62586 3.59914 0.274 -0.176 0.240
H 1.57648 1.77050 -3.25652 0.027 -0.121 0.054
H 3.17370 -0.31636 -2.59263 -0.070 0.010 -0.123
H -1.00074 1.26646 4.55649 0.069 -0.252 0.077
N -1.59669 -0.16910 2.18989 -0.342 -0.599 0.302
H -1.21016 1.96191 -3.53888 0.028 0.123 -0.182
H -0.20991 -0.13670 5.30334 -0.125 0.050 -0.161
S -1.12611 1.26846 -0.00082 -0.711 -0.144 -0.130
H -2.09197 0.44157 -3.79270 -0.016 0.062 -0.230
C -0.01434 0.21715 -3.59171 -0.003 -0.783 -0.932
Cl -2.28949 -1.17625 -1.40201 0.181 0.664 0.570
H 1.72558 -2.58770 -2.84519 -0.027 0.118 -0.126
H -1.15199 1.16206 -5.12096 0.039 0.032 -0.050
H -2.39789 -0.64888 4.11085 0.068 0.016 -0.430
C -0.49398 0.31450 4.34771 -0.070 0.161 0.381
O 2.70125 0.94158 0.50790 -4.394 -2.630 -2.984
C 0.73921 0.60660 3.51532 -0.386 -0.252 -0.083
H -1.02818 -1.65225 3.57669 -0.151 0.336 -0.033
C 2.13483 -0.37532 -2.88965 0.001 0.950 -0.956
H 0.76039 2.11473 1.96688 -0.947 -1.024 -0.108
C 0.26823 -1.54221 0.19842 -0.981 -6.075 3.602
```
Forces are in eV/Å.

---

(4)
A molecular structure, C12H15ClO3Pb at a distorted geometry, computed with ωB97M-V/def2-TZVPD.

For the total energy, the calculation gives -36578.6963 eV. The calculation puts the gap between HOMO and LUMO (spin up / spin down) at 4.98 / 5.12 eV. The value obtained for the lowest unoccupied orbital energy (spin up / spin down) is -11.45 / -11.39 eV. Its charge is +2.

```
32
Properties=species:S:1:pos:R:3:forces:R:3
Cl -0.39233 3.88153 -1.02319 -0.005 0.230 0.009
H 0.13836 0.76927 2.71669 0.601 -0.668 0.019
H 2.12107 -3.00094 2.03594 -0.045 0.397 0.098
C -1.76940 1.00580 -2.54880 -1.494 0.444 -0.268
C 0.57191 -1.90913 0.94968 -0.795 0.999 -0.410
C -2.52700 0.07466 -1.75995 0.305 0.220 -0.549
C 1.98890 1.63427 0.23281 4.741 1.399 2.324
C -0.43722 -0.80755 -2.17791 0.249 -0.968 0.235
H -0.03385 -2.59970 0.33006 0.146 -0.051 0.943
C -0.46164 0.46751 -2.81152 0.769 -0.400 -0.024
C 1.45922 -1.05376 2.96014 0.406 0.175 0.226
H -0.61487 -0.55709 3.54676 0.357 -0.420 -0.663
H 1.65910 0.92591 -3.00577 -0.331 -0.413 -0.107
C -1.67103 -1.04883 -1.51176 0.435 -0.350 -0.687
H 0.45588 -1.45355 -2.15581 -0.681 0.270 -0.061
H -1.93680 -1.92376 -0.90934 0.183 0.378 -0.323
H -2.08966 1.99561 -2.88603 -0.039 -0.395 0.062
C -2.02600 2.26506 1.65282 -1.608 3.314 5.407
O 2.96417 1.94211 0.76451 -3.652 -1.228 -2.059
C 0.14850 -0.34942 2.76646 -1.514 0.554 -0.727
H 1.29450 -1.50345 0.23406 0.231 0.329 0.144
H -3.53755 0.19820 -1.36957 0.266 0.031 -0.265
H 2.24213 -0.46824 2.49985 0.409 0.079 -0.319
H 0.60270 2.26060 -3.38992 -0.378 -0.156 -0.124
H 0.75182 0.91134 -4.51465 -0.081 -0.122 -0.100
H 1.75450 -1.13829 4.00806 -0.271 -0.249 -0.084
H 0.52055 -2.96386 2.74947 -0.216 -0.397 0.420
O -2.18753 2.86152 2.62915 0.568 -2.561 -4.006
O -0.33819 -0.81132 1.40725 0.874 -0.264 0.519
Pb -0.57681 1.59681 -0.18337 0.647 -0.093 0.167
C 1.24304 -2.37089 2.21560 -0.083 -0.366 -0.202
C 0.68352 1.16957 -3.45169 0.005 0.284 0.406
```
Forces are in eV/Å.

---

(5)
2 unconnected molecules or ions with the total composition C12H15FN2 at a distorted geometry, computed with ωB97M-V/def2-TZVPD.

Its energy relative to the best compared isomer or geometry (same formula, charge and spin) is 0.0 kJ/mol. For the total energy, the calculation gives -18384.3064 eV. The calculation puts the gap between HOMO and LUMO at 8.68 eV. The value obtained for the lowest unoccupied orbital energy is 0.61 eV. Its charge is 0.

```
30
Properties=species:S:1:pos:R:3:forces:R:3
H -1.90767 -1.27845 1.65276 -1.807 -0.296 -0.313
H 1.46073 1.77344 3.33453 -1.118 -2.784 0.600
C -0.08407 -0.17124 -2.62425 -0.468 -1.097 -0.642
N 0.69088 0.51873 1.85895 -0.370 0.101 0.797
H 2.00136 3.04012 2.20966 0.237 -1.045 -0.632
H -0.22294 2.25988 -0.29203 -1.140 2.028 0.340
C -0.52495 -0.73647 -3.83601 -1.268 0.259 1.555
C -1.53541 -1.71367 -3.78255 0.583 -0.589 -0.351
H -0.22016 -0.33270 -4.77920 0.336 0.126 -0.292
N 0.67306 1.09736 -0.24640 2.533 2.970 0.896
C 1.12275 1.41570 0.98300 0.399 -0.832 -1.154
H 2.02380 0.05576 3.32893 0.824 -0.615 0.444
C 1.13832 0.63468 3.23983 -0.316 2.060 -0.216
H -2.52923 -3.24184 -2.67326 1.242 1.760 0.846
H -1.54700 -2.27149 -0.51849 -0.622 -0.273 1.343
H 3.16385 1.93775 1.27580 -0.171 0.000 0.479
C -0.55760 -0.63766 -1.36587 0.985 1.835 -0.432
H 0.36672 0.27787 3.93556 0.341 0.487 -0.132
H -2.02391 -2.17281 -4.63996 0.463 0.436 -0.287
C -1.39648 -1.70289 -1.38782 -0.523 -2.183 -0.998
C -0.12832 -0.40023 1.21357 0.404 0.126 -0.312
C -0.92057 -1.46372 1.93792 2.213 -0.522 -1.251
C -0.06717 0.04304 -0.10155 -2.222 -4.389 -0.861
H -0.59542 -2.53318 1.69804 -0.468 1.485 0.352
F -0.77642 3.07413 0.03054 0.623 -1.063 -0.673
C 2.16677 2.39330 1.30269 0.336 1.819 0.217
C -1.84532 -2.30987 -2.58198 -1.172 -0.382 0.073
H 2.20402 3.16089 0.55090 -0.156 0.107 -0.775
H -0.83101 -1.25872 2.97475 0.014 -0.208 1.078
H 0.70140 0.54229 -2.69805 0.289 0.679 0.302
```
Forces are in eV/Å.

---

(6)
A molecular structure, C12H15FN3O2PtS2 at a distorted geometry, computed with ωB97M-V/def2-TZVPD.

Its expectation value of S² is 0.9899. The multiplicity is 2. Its energy relative to the best compared isomer or geometry (same formula, charge and spin) is 163.5 kJ/mol. For the total energy, the calculation gives -48884.4679 eV. The calculation puts the gap between HOMO and LUMO (spin up / spin down) at 3.92 / 5.04 eV. The value obtained for the lowest unoccupied orbital energy (spin up / spin down) is 4.94 / 4.93 eV. Its charge is -2.

```
36
Properties=species:S:1:pos:R:3:forces:R:3
C 1.45388 -3.23984 2.77849 -0.014 0.002 -0.295
C 3.72628 -3.45264 1.63239 -0.347 0.004 0.046
H 3.98508 -4.36294 1.08379 0.146 -0.100 -0.043
H -1.33112 3.50316 -0.66271 0.031 0.070 -0.018
C 0.45508 -2.55844 0.33459 0.148 -0.449 0.511
O -1.43622 2.21206 0.96019 -0.498 -1.643 -0.061
H 0.10798 3.46826 0.39619 -0.012 0.062 -0.145
H 1.00488 4.52266 -4.06361 -0.003 0.022 0.059
S -0.25522 -2.01504 -1.10981 -1.056 1.153 -0.406
C 0.23378 3.84116 -3.72951 0.225 0.155 -0.223
H -1.30092 -2.20594 1.33599 -0.128 0.215 0.043
C 0.56388 2.86186 -2.83231 -0.406 -0.502 0.345
C -2.00502 3.00286 -3.72501 0.918 1.621 -1.175
H -1.56402 -3.71084 3.78529 -0.184 -0.096 0.015
C -1.65372 2.01376 -2.82011 -0.668 -1.542 1.040
C -1.00182 3.35896 0.38529 0.054 0.232 -0.129
H -1.40442 4.24286 0.93589 0.113 -0.065 -0.061
H 4.23498 -2.62454 1.13569 0.093 0.078 -0.075
C -0.83842 -2.89524 3.82759 0.150 0.002 -0.272
S -2.81092 0.90526 -2.22211 -0.055 0.419 -0.760
H 1.54638 2.76166 -2.40061 0.017 -0.151 0.054
H -3.03252 3.02166 -4.05201 -0.047 -0.007 0.024
C -1.07302 3.92166 -4.20961 -0.762 -0.843 0.530
H -1.39352 -1.96024 3.78319 -0.172 0.144 0.066
Pt -1.39572 0.25326 -0.17191 1.555 -0.383 0.648
H 1.89328 -3.45964 3.74549 -0.021 0.023 0.031
N -0.34112 1.94096 -2.39621 0.187 1.264 -0.909
O 0.07998 1.01406 -1.58231 -0.495 -0.239 0.861
C 2.24298 -3.22264 1.61819 0.350 -0.288 0.845
N -0.40922 -2.69434 1.42059 0.312 -0.075 -0.003
C 0.11518 -2.96014 2.68279 0.167 0.104 0.354
H -1.35882 4.67866 -4.92511 -0.051 0.070 -0.056
H 4.10838 -3.52924 2.65109 0.032 -0.086 0.081
N 1.71688 -2.88384 0.40769 -0.250 0.323 -0.524
F -2.55682 -0.79594 1.22809 0.606 0.521 -0.479
H -0.30622 -2.95324 4.77459 0.065 -0.016 0.082
```
Forces are in eV/Å.

---

(7)
2 unconnected molecules or ions with the total composition C12H15FNO at a distorted geometry, computed with ωB97M-V/def2-TZVPD.

Its energy relative to the best compared isomer or geometry (same formula, charge and spin) is 275.0 kJ/mol. For the total energy, the calculation gives -18929.9303 eV. The calculation puts the gap between HOMO and LUMO at 6.97 eV. The value obtained for the lowest unoccupied orbital energy is -4.94 eV. Its charge is +1.

```
30
Properties=species:S:1:pos:R:3:forces:R:3
C -0.57062 -3.67452 -0.68157 0.756 -3.224 -1.123
C -2.16046 1.87503 1.38149 0.963 -1.449 -3.478
H -1.10539 -4.56853 -0.16653 0.977 0.616 -1.589
C -2.05674 2.02915 -1.01231 0.531 -0.852 -3.257
H 2.29072 2.60631 0.79986 -1.057 -0.696 -1.391
O -2.31216 -1.91880 -1.13374 1.611 -3.457 0.300
H -0.70596 0.69409 -2.05806 -0.405 -0.119 0.164
H -1.16862 0.07391 2.11841 0.431 0.944 -0.047
H -3.18451 3.34334 0.00787 0.187 -0.789 0.967
C -2.55462 2.43851 0.14260 -1.093 2.376 2.909
H -2.53415 2.13805 2.29383 -0.988 0.920 2.140
H 4.09586 0.16442 0.69565 3.021 0.325 -0.167
H 2.07919 -1.38321 -0.82078 -1.460 1.363 -0.229
C -0.85459 0.34531 0.05281 1.990 -0.975 0.525
C 2.18658 0.60620 0.19934 -1.686 -0.848 -2.209
C -1.29024 0.78957 1.29093 -1.125 -0.959 0.831
C 1.43178 -0.43319 -0.72491 0.434 1.368 0.866
H 2.89397 -1.09382 1.12409 0.829 0.037 -0.027
H 0.08485 -3.77653 -1.68868 -1.592 -0.356 2.330
H -2.42006 2.56955 -1.89632 0.506 -0.443 0.141
C 1.79352 1.87678 0.06852 1.888 0.152 2.176
C 3.18675 -0.03875 1.10466 -4.452 -0.074 1.556
C -1.18610 0.94363 -1.11307 -0.470 1.216 -1.029
H 1.17754 0.11067 -1.65600 0.448 -0.950 0.219
H 2.86501 0.31618 2.10952 1.423 0.033 -0.330
H 0.03353 -3.34094 0.13106 0.677 1.010 0.579
H 1.02107 2.16993 -0.62431 0.179 0.314 0.016
F 0.44186 -1.35120 1.10815 -0.393 -0.016 0.874
N 0.09642 -0.73542 -0.10563 0.396 -1.048 -1.286
C -1.57442 -2.77572 -0.94689 -2.526 5.580 -0.432
```
Forces are in eV/Å.